87
Properties=species:S:1:pos:R:3:mulliken_charge:R:1 method="wB97M-V/def2-TZVPD" mol_weight_g_mol=893.66 spin_multiplicity=1 total_charge=+2 orbital_gap_ev=4.7
C -4.773 -0.919 -0.554 -1.089
C -4.714 0.597 -0.774 -0.171
C -3.852 1.025 -1.983 -0.629
C -2.836 2.096 -1.620 0.115
C -1.802 2.400 -2.719 -1.278
C -0.380 2.304 -2.166 0.412
C 0.687 2.881 -3.087 -0.977
C 2.069 3.076 -2.415 -1.404
C 2.249 2.227 -1.190 0.866
C 2.409 2.831 0.055 -0.857
C 2.497 2.132 1.261 -0.075
C 2.660 2.963 2.510 -1.780
C 1.337 3.301 3.242 -0.151
C 1.314 2.981 4.726 -0.753
C 2.360 3.776 5.480 0.538
O 3.164 4.476 4.945 -0.487
O 2.294 3.693 6.828 -0.489
C 2.409 0.745 1.234 0.734
C 2.349 -0.004 2.545 -0.384
C 1.006 -0.689 2.826 -0.468
O 0.023 0.262 3.165 -0.384
C -0.896 0.523 2.176 0.650
C -2.090 1.238 2.693 -0.797
O -0.687 0.196 1.042 -0.342
C 2.300 0.096 -0.014 0.165
C 2.219 0.830 -1.207 0.367
C 2.087 0.083 -2.500 -0.491
O 2.564 0.479 -3.529 -0.507
C 1.379 -1.225 -2.425 1.101
C 0.735 -1.772 -3.522 -1.423
C 0.165 -3.025 -3.397 -0.410
C 0.207 -3.764 -2.205 0.478
C -0.433 -5.127 -2.202 -1.595
C -1.956 -5.087 -2.444 -0.354
C -2.663 -3.858 -1.866 -1.068
I -2.781 -6.866 -1.548 0.102
C 0.836 -3.217 -1.095 0.494
C 0.888 -3.921 0.249 -1.194
C 2.204 -4.576 0.550 0.893
O 2.735 -4.665 1.612 -0.639
F 2.822 -5.033 -0.554 -0.258
C 1.436 -1.937 -1.228 0.810
C 2.203 -1.344 -0.151 0.374
O 2.770 -2.149 0.643 -0.332
H -5.732 -1.219 -0.135 0.414
H -4.636 -1.475 -1.480 0.265
H -4.018 -1.242 0.163 0.203
H -4.276 1.048 0.120 -0.115
H -5.717 1.009 -0.848 0.475
H -4.528 1.404 -2.748 0.289
H -3.334 0.141 -2.357 0.255
H -3.350 3.011 -1.323 0.364
H -2.300 1.745 -0.731 -0.330
H -1.968 3.382 -3.157 0.456
H -1.911 1.633 -3.487 0.392
H -0.201 1.243 -1.968 0.102
H -0.358 2.832 -1.207 0.249
H 0.348 3.852 -3.442 0.627
H 0.789 2.254 -3.972 0.207
H 2.868 2.892 -3.125 0.321
H 2.138 4.112 -2.090 0.461
H 2.445 3.912 0.089 0.526
H 3.138 3.893 2.224 0.581
H 3.354 2.475 3.195 0.593
H 0.495 2.832 2.735 -0.103
H 1.197 4.376 3.156 0.642
H 1.456 1.916 4.939 0.322
H 0.343 3.234 5.154 0.420
H 1.997 2.823 7.116 0.350
H 3.085 -0.817 2.614 -0.577
H 2.557 0.670 3.372 0.634
H 0.692 -1.289 1.979 -0.131
H 1.118 -1.356 3.682 0.625
H -2.817 1.336 1.895 -0.033
H -2.512 0.731 3.556 0.417
H -1.800 2.236 3.024 0.280
H 0.725 -1.218 -4.449 0.675
H -0.317 -3.456 -4.265 0.552
H -0.195 -5.692 -1.308 0.618
H 0.031 -5.677 -3.023 0.388
H -2.164 -5.185 -3.503 0.578
H -3.689 -4.093 -1.604 0.599
H -2.689 -3.057 -2.605 0.250
H -2.153 -3.494 -0.975 0.210
H 0.716 -3.203 1.041 -0.348
H 0.082 -4.650 0.339 0.831
Yb 4.581 -1.900 2.023 1.157